No. 1
{
  "formula": "C4H12OS",
  "method": "the ωB97M-V functional and the def2-TZVPD basis",
  "elements": ["C", "C", "C", "S", "C", "H", "H", "H", "H", "H", "H", "H", "H", "H", "H", "O", "H", "H"],
  "positions_angstrom": [[1.05892, -0.47599, 2.10151], [1.06822, -0.49721, 0.56503], [-0.19556, 0.03523, -0.10845], [-0.09513, 0.00517, -1.91295], [1.01903, 1.40193, -2.18461], [1.14062, 0.50298, 2.56520], [1.86314, -1.12352, 2.44382], [0.16211, -0.96173, 2.46238], [1.91423, 0.09307, 0.20600], [1.22755, -1.52549, 0.24780], [-1.10934, -0.47788, 0.18609], [-0.36035, 1.06207, 0.21934], [2.04771, 1.14847, -1.92819], [0.71453, 2.23401, -1.56770], [0.93797, 1.68591, -3.22437], [-2.53771, -0.37918, 2.77632], [-2.51623, -0.15608, 1.84386], [-2.64863, -1.34246, 2.84689]],
  "forces_ev_per_angstrom": [[-0.057, -0.617, -0.454], [-0.130, 0.140, 0.331], [0.353, 0.435, 0.304], [-0.235, 0.027, -0.045], [0.124, -0.366, 0.344], [0.010, 0.117, -0.122], [0.298, 0.233, 0.170], [-0.420, 0.093, 0.178], [0.039, -0.099, -0.074], [0.058, -0.076, -0.158], [0.113, -0.456, -0.100], [0.003, 0.233, -0.117], [-0.012, 0.000, -0.190], [-0.182, 0.315, 0.126], [0.090, 0.016, -0.220], [-0.033, -0.392, 0.405], [-0.055, -0.171, -0.122], [0.037, 0.569, -0.256]],
  "e_homo_ha": -0.31523,
  "relative_energy_kcal_mol": 7.1,
  "smiles": "CCCSC.O",
  "e_tot_ha": -633.015824,
  "e_lumo_ev": 0.718,
  "charge": 0
}

---

No. 2
{
  "formula": "C13H24N4O10P",
  "method": "the ωB97M-V functional and the def2-TZVPD basis",
  "elements": ["O", "O", "O", "O", "O", "O", "O", "O", "O", "O", "C", "C", "C", "C", "C", "C", "N", "N", "N", "N", "C", "C", "C", "C", "C", "C", "C", "P", "H", "H", "H", "H", "H", "H", "H", "H", "H", "H", "H", "H", "H", "H", "H", "H", "H", "H", "H", "H", "H", "H", "H", "H"],
  "positions_angstrom": [[1.28195, 1.40607, -4.66472], [-0.63456, 2.19342, 3.99225], [-3.11532, 0.35066, -2.21146], [0.55775, -4.95365, 2.86589], [-2.86839, 1.86378, 3.84237], [-1.12690, -0.28374, 5.75151], [-0.60615, -0.59922, 2.10517], [1.77352, -4.34781, 4.82612], [3.00474, -4.28201, 2.60182], [1.20307, -2.48569, 3.01020], [0.71723, 2.28828, -4.03252], [-1.59847, 1.44530, 4.03887], [-2.34126, 0.65327, -3.10882], [2.01647, -0.17125, -1.92073], [0.98238, 0.05029, -1.04957], [2.74449, -0.58910, 0.13182], [3.11364, -0.54951, -1.16618], [-2.83645, 0.95109, -4.31484], [-0.25521, 2.04276, -3.15374], [1.45037, -0.22543, 0.22238], [1.10566, 3.73600, -4.22316], [-2.11197, 1.27390, -5.54664], [0.17557, -2.02737, 3.90550], [-1.38567, -0.05188, 4.34948], [-0.22493, -0.60211, 3.49741], [-0.46820, 0.34028, -1.37675], [-0.81846, 0.71884, -2.83448], [1.61121, -4.03148, 3.30386], [-2.81094, 2.82231, 3.69942], [-1.81005, 0.13405, 6.31180], [-1.36332, -1.20516, 1.96649], [1.54257, -5.28976, 4.80603], [3.61159, -3.80944, 3.18003], [1.97007, -0.12372, -3.00285], [3.36568, -0.91024, 0.96299], [4.02297, -0.80804, -1.53995], [-3.84262, 0.88965, -4.37428], [-0.66377, 2.84255, -2.69404], [0.86564, -0.25882, 1.06281], [1.48049, 4.14075, -3.28483], [0.23939, 4.30874, -4.55119], [1.88522, 3.80003, -4.98197], [-2.75708, 1.09655, -6.40954], [-1.81988, 2.32525, -5.54842], [-1.22137, 0.65072, -5.65162], [-0.70331, -2.68250, 3.86339], [0.54248, -2.02247, 4.93922], [-2.30349, -0.58497, 4.08139], [0.65149, 0.03941, 3.64947], [-1.02314, -0.56522, -1.12206], [-0.82887, 1.12685, -0.71119], [-0.37589, -0.03018, -3.49220]],
  "forces_ev_per_angstrom": [[-0.126, -0.355, 0.236], [-1.371, -0.736, -0.023], [0.459, -0.126, 0.382], [0.154, 0.206, -0.887], [0.771, -0.664, 0.263], [-0.025, 0.507, -0.749], [-0.115, 0.238, 0.477], [1.139, 1.016, 1.149], [-0.145, 1.040, 0.347], [1.161, -0.764, 1.104], [1.303, 0.029, -1.288], [1.645, 0.957, -0.063], [-0.632, 0.041, 1.187], [-0.536, 0.127, 0.370], [-0.138, -0.157, -1.283], [-0.308, -0.003, -0.333], [-0.750, -0.027, 0.812], [0.488, 0.180, -1.239], [-1.267, -0.502, 0.852], [1.290, -0.152, -0.869], [-0.082, -0.124, 0.002], [0.041, 0.011, 0.293], [-0.731, 0.755, 0.588], [-0.898, -0.180, 0.578], [-0.010, -0.693, 0.349], [-0.275, -0.161, 0.395], [0.751, 0.260, -0.067], [-3.007, -1.390, -2.162], [-0.074, 0.010, -0.007], [0.371, -0.261, -0.560], [0.573, 0.354, 0.145], [-0.182, -0.128, 0.612], [1.071, -0.055, -0.137], [0.386, 0.151, 0.160], [-0.187, 0.194, -0.302], [-0.290, 0.113, 0.274], [0.099, -0.033, 0.187], [-0.115, -0.108, 0.049], [-0.142, -0.123, 0.023], [-0.036, 0.168, 0.040], [-0.005, 0.159, 0.071], [-0.128, -0.079, 0.128], [0.048, -0.041, 0.222], [0.074, -0.029, -0.128], [-0.043, 0.106, -0.008], [0.179, -0.104, -0.154], [-0.086, 0.034, -0.243], [-0.027, -0.094, -0.139], [-0.256, 0.113, -0.472], [-0.195, 0.111, 0.031], [-0.111, -0.050, 0.042], [0.289, 0.256, -0.252]],
  "e_homo_ha": -0.44869,
  "relative_energy_kcal_mol": 0.0,
  "e_tot_ha": -1822.506933,
  "e_lumo_ev": -2.465,
  "charge": 1
}

---

No. 3
{
  "formula": "C23H23MnP2",
  "method": "the ωB97M-V functional and the def2-TZVPD basis",
  "elements": ["C", "C", "C", "C", "C", "Mn", "P", "H", "H", "H", "H", "H", "H", "H", "H", "C", "C", "C", "C", "C", "C", "P", "C", "C", "C", "C", "C", "C", "C", "C", "C", "C", "C", "C", "H", "H", "H", "H", "H", "H", "H", "H", "H", "H", "H", "H", "H", "H", "H"],
  "positions_angstrom": [[-0.38348, 0.65632, -3.89302], [-0.23239, -0.59887, -4.45366], [-1.47996, -1.29067, -4.46972], [-2.52852, -0.46044, -3.97380], [-2.01748, 0.75691, -3.56072], [-0.41087, 2.26833, -0.35123], [1.27963, 3.88515, -0.79748], [0.37551, 1.40950, -3.71201], [0.71889, -1.00213, -4.80268], [-1.61922, -2.29740, -4.83382], [-2.54528, 1.59519, -3.11804], [-3.57897, -0.74479, -3.90508], [0.79070, 5.17720, -1.17321], [2.18084, 3.60731, -1.87607], [2.17887, 4.21976, 0.26336], [-0.74441, -4.61493, 0.96391], [-1.80954, -3.79424, 0.56586], [-1.58447, -2.45676, 0.24126], [-0.28627, -1.91338, 0.33654], [0.78510, -2.74806, 0.70842], [0.54945, -4.08724, 1.02879], [-0.07037, -0.12044, 0.06810], [-1.12948, 0.59713, 1.37495], [-2.09651, 1.57691, 0.95746], [-2.75486, 2.33305, 1.93870], [-2.57243, 2.03177, 3.28884], [-1.71888, 0.99164, 3.68214], [-1.00681, 0.26451, 2.72221], [1.65873, 0.24931, 0.54797], [2.04124, 0.61826, 1.84063], [3.38633, 0.84882, 2.12596], [4.35336, 0.71974, 1.12407], [3.97047, 0.36514, -0.17680], [2.63186, 0.13215, -0.46975], [-0.92508, -5.66046, 1.22170], [-2.81859, -4.20495, 0.51611], [-2.41264, -1.81309, -0.06238], [1.79565, -2.34124, 0.76669], [1.38286, -4.72132, 1.33593], [-2.29736, 1.74591, -0.12761], [-3.42049, 3.14230, 1.62956], [-3.10839, 2.59090, 4.05843], [-1.60675, 0.73925, 4.73614], [-0.34757, -0.54830, 3.03816], [1.29681, 0.73540, 2.62428], [3.67943, 1.12778, 3.13898], [5.40474, 0.89438, 1.35592], [4.72503, 0.26570, -0.95900], [2.32157, -0.12701, -1.48498]],
  "forces_ev_per_angstrom": [[-4.432, 0.532, 1.057], [-0.579, -0.284, 0.499], [-0.080, 0.421, -0.061], [0.818, -0.504, 0.121], [4.527, 0.154, -0.499], [0.768, -0.211, -0.381], [0.038, 0.297, -0.314], [-0.142, 0.109, -0.152], [-0.268, -0.001, 0.051], [-0.017, -0.042, -0.136], [0.067, 0.086, -0.238], [0.270, 0.002, -0.056], [0.546, -0.383, 0.162], [-0.331, 0.250, 0.535], [-0.255, -0.012, -0.554], [0.062, 0.377, -0.075], [0.275, -0.013, 0.028], [0.386, 0.124, 0.153], [0.180, -0.747, 0.262], [-0.471, 0.168, -0.013], [-0.186, -0.042, -0.101], [-0.402, -0.294, -0.578], [-0.461, 0.086, -0.678], [0.855, -0.124, 0.562], [-0.154, -0.041, 0.012], [0.055, 0.047, -0.063], [0.082, -0.286, -0.449], [-0.413, 0.559, 0.866], [0.049, -0.187, 0.109], [0.352, 0.058, -0.163], [0.194, 0.068, -0.130], [-0.254, -0.054, -0.021], [0.143, 0.033, 0.243], [-0.284, 0.132, 0.263], [0.061, 0.337, -0.087], [0.272, 0.143, -0.041], [0.192, -0.219, 0.025], [-0.255, -0.138, 0.018], [-0.235, 0.170, -0.109], [-0.644, -0.423, 0.567], [0.097, -0.328, 0.177], [0.152, -0.093, -0.323], [-0.090, 0.096, -0.234], [-0.238, 0.232, -0.200], [0.271, -0.025, -0.183], [-0.037, -0.061, -0.279], [-0.292, -0.041, -0.072], [-0.232, 0.041, 0.218], [0.040, 0.029, 0.259]],
  "e_homo_ha": [-0.17241, -0.17038],
  "relative_energy_kcal_mol": 0.2,
  "multiplicity": 5,
  "e_tot_ha": -2723.691019,
  "e_lumo_ev": [-0.416, -0.675],
  "charge": 0
}

---

No. 4
{
  "formula": "C26H32Br2CeCl5Ge2N5",
  "method": "the ωB97M-V functional and the def2-TZVPD basis",
  "elements": ["Ce", "Br", "C", "Br", "H", "H", "C", "N", "C", "C", "N", "N", "C", "N", "N", "H", "H", "H", "H", "H", "H", "H", "H", "H", "H", "H", "C", "Ge", "C", "C", "Ge", "C", "C", "C", "C", "C", "C", "C", "C", "C", "C", "C", "C", "H", "H", "H", "H", "H", "H", "H", "H", "H", "H", "H", "H", "H", "H", "H", "H", "H", "H", "H", "Cl", "C", "C", "C", "Cl", "C", "Cl", "C", "Cl", "C", "Cl"],
  "positions_angstrom": [[1.66309, -0.10638, 1.03262], [2.04366, 1.59666, 3.84785], [3.90367, 1.03051, 4.14902], [4.67368, 0.30872, 2.56228], [3.87938, 0.16815, 4.82146], [4.54030, 1.81959, 4.54416], [0.59238, -0.95852, -4.01004], [0.86645, 0.40906, -3.60249], [1.08546, 1.43376, -4.61521], [1.15905, 0.71066, -2.31444], [1.33033, -0.14164, -1.34398], [1.28821, 2.05503, -2.05237], [2.05679, 2.63509, -1.06295], [2.26296, 3.95391, -1.33646], [2.46561, 2.00394, 0.00789], [0.68985, -1.04896, -5.06920], [-0.42290, -1.24563, -3.79511], [1.25800, -1.77237, -3.57960], [0.18312, 2.01453, -4.80333], [1.41566, 0.99809, -5.53113], [1.88968, 2.10011, -4.27683], [1.41005, -1.08611, -1.67740], [0.81814, 2.70848, -2.63516], [2.23094, 4.28647, -2.23526], [2.82506, 4.48973, -0.69629], [2.99279, 2.63084, 0.54042], [-0.98753, -2.79815, -1.01344], [-2.39314, -1.96246, 0.23733], [-4.26059, -2.11348, -0.47891], [-2.31856, -2.89065, 1.96025], [-1.61666, 0.41939, 0.67507], [-1.74805, 1.58415, -0.78630], [-1.45693, 2.96281, -0.74377], [-1.50573, 3.73326, -1.88770], [-1.72201, 3.12494, -3.12024], [-1.99977, 1.74934, -3.16443], [-2.03557, 0.99586, -2.00534], [-1.78426, 1.19145, 2.45372], [-1.06669, 2.33525, 2.78223], [-1.14561, 2.88611, 4.05668], [-2.02597, 2.28166, 4.94498], [-2.77914, 1.17144, 4.63441], [-2.61619, 0.60285, 3.35926], [-0.97653, -3.87414, -0.79144], [-0.01796, -2.32203, -0.87044], [-1.24036, -2.76633, -2.07633], [-4.31301, -3.10303, -0.83252], [-4.67569, -1.46357, -1.28112], [-5.02068, -2.10043, 0.37381], [-2.53776, -3.92043, 1.69819], [-3.13210, -2.46364, 2.56721], [-1.31685, -2.86105, 2.44247], [-1.37205, 3.41500, 0.24847], [-1.41996, 4.78384, -1.77682], [-1.83130, 3.72818, -4.00809], [-2.25662, 1.33950, -4.16915], [-2.32590, -0.04320, -2.11517], [-0.40414, 2.83326, 2.05730], [-0.55758, 3.75509, 4.38692], [-2.11718, 2.74163, 5.88991], [-3.46020, 0.78684, 5.36244], [-3.08861, -0.29450, 3.07518], [3.57757, -2.47172, -1.66318], [2.98272, -3.21114, -0.17878], [2.57228, -2.34667, 0.83660], [2.06982, -2.96652, 1.96220], [1.43545, -1.98279, 3.30044], [1.90245, -4.32474, 2.14346], [1.31590, -4.93261, 3.62306], [2.25502, -5.12941, 1.08650], [2.09478, -6.81828, 1.36073], [2.85427, -4.61790, -0.08231], [3.36517, -5.63671, -1.34186]],
  "forces_ev_per_angstrom": [[-0.770, 0.533, -0.131], [0.595, 0.056, 0.095], [-0.252, -0.728, 0.572], [0.139, -0.004, -0.686], [-0.224, 0.498, 0.053], [-0.395, 0.137, -0.191], [0.497, -1.199, 0.616], [0.858, 0.055, 0.878], [0.130, 0.506, 0.357], [-0.217, -0.504, -0.563], [-0.091, 0.323, 0.200], [0.801, -0.258, 0.990], [-0.483, 0.136, -0.389], [0.410, -1.310, 3.058], [-1.287, -0.472, -1.451], [0.220, 0.173, -0.709], [-0.520, 0.014, 0.330], [-0.471, 1.267, -0.261], [-0.033, 0.035, -0.040], [0.119, -0.462, -0.582], [-0.234, -0.157, -0.323], [-0.045, -0.429, -0.330], [-0.513, 0.258, -0.491], [-0.162, 0.797, -2.412], [-0.030, 0.077, 0.023], [1.257, 1.007, 1.207], [-1.132, 0.011, 0.362], [0.291, 0.538, -0.818], [-0.889, 1.159, 1.330], [0.255, 0.324, -0.280], [0.869, -1.815, 1.043], [0.369, 1.055, -0.544], [-0.780, -0.662, 0.753], [0.080, -0.615, 0.070], [-0.521, -0.440, 0.376], [-0.184, 0.802, -1.360], [-0.056, -0.054, -0.955], [0.594, 0.312, -1.417], [1.019, 1.059, 0.158], [-0.057, -0.286, -0.247], [0.201, 0.393, -0.091], [0.437, -0.123, -1.047], [-0.156, 0.451, 1.647], [0.329, 0.287, 0.246], [-0.002, -0.313, 0.141], [-0.137, 0.375, 0.112], [-0.033, -1.435, -0.654], [0.767, -0.172, 0.605], [1.141, 0.234, -0.917], [-0.151, -0.273, 0.277], [0.517, -0.409, 0.101], [-0.806, 0.153, -0.160], [0.210, 0.103, -0.478], [0.165, 0.885, -0.191], [0.155, 0.028, -0.166], [0.208, 0.038, 1.038], [0.092, -0.106, 0.307], [-0.284, -0.342, 0.166], [-0.348, -0.415, -0.392], [-0.226, 0.252, 1.079], [-0.289, -0.357, 0.206], [-0.824, -0.872, -0.034], [0.041, -0.468, 0.360], [-0.242, -0.384, -0.063], [-0.118, -0.191, -0.010], [-0.277, 0.108, 0.065], [0.117, 0.741, -0.092], [-0.047, 0.538, 0.163], [-0.127, -0.297, 0.060], [0.729, -1.194, -0.204], [0.097, -0.044, -0.600], [-0.271, 1.213, 0.260], [-0.022, -0.144, -0.023]],
  "e_homo_ha": [-0.44342, -0.44472],
  "e_tot_ha": -13361.135709,
  "e_lumo_ev": [-6.507, -6.575],
  "charge": 2
}